Computed, not measured: a 3-piece molecular cluster, C4H6Br2O2 overall, with wB97M-V/def2-TZVPD.

Each line ends with the Löwdin charge.
Geometry (Å):
C  -3.74174  2.49817  2.04870  0.0020
C  -0.36233  -0.83545  0.83435  -0.1751
C  0.94249  -0.10932  0.46166  -0.5453
C  -1.46689  -0.22140  1.38429  -0.1860
O  -3.67248  3.37961  1.34505  0.0302
O  -1.52586  1.13009  1.48435  -0.1068
Br  0.35388  -4.51558  -0.49213  0.3158
Br  2.03930  0.58648  2.00218  0.5369
H  -0.50209  -1.89465  0.86723  0.0320
H  1.29889  -4.38192  0.56955  -0.2696
H  1.53803  -0.69253  -0.26503  0.0657
H  0.68376  0.89164  0.05305  0.0268
H  -2.38332  -0.65260  1.79766  0.1274
H  -0.91705  1.63761  0.82510  0.1460

Output
**Energy**: -148423.54967 eV
**Highest occupied orbital energy**: -9.11 eV
**Frontier orbital gap**: 9.535 eV

Computed, not measured: one molecule with the formula C4H6Br2O2, with wB97M-V/def2-TZVPD.

Each line ends with the Löwdin charge.
Geometry (Å):
O  2.64344  1.46887  -0.22076  -0.0332
C  1.80797  0.47827  0.13867  -0.8247
Br  2.43049  -1.26080  0.36053  0.8186
C  0.50623  0.69758  0.53271  -0.1382
C  -0.67456  -0.24120  0.81386  -0.3218
C  -1.58702  -0.27441  -0.30397  -0.7363
O  -0.83295  -0.86410  -1.26537  -0.0488
Br  -3.12166  -1.48874  0.32120  0.5718
H  3.47196  1.09702  -0.67290  0.1374
H  0.14544  1.73378  0.18954  0.1388
H  -1.22517  0.08555  1.74484  0.1195
H  -0.27338  -1.26353  1.11209  0.1054
H  -2.16812  0.58978  -0.57934  0.0966
H  -1.12266  -0.75808  -2.17111  0.1149

Output
**Energy**: -148423.74794 eV
**Highest occupied orbital energy**: -8.84 eV
**Frontier orbital gap**: 9.296 eV
**SMILES**: O/C(Br)=C/C[C@@H](O)Br

Computed, not measured: one molecule with the formula C4H6BrClN2O, with wB97M-V/def2-TZVPD.

Each line ends with the Löwdin charge.
Geometry (Å):
C  -0.36685  1.47175  -0.92911  -0.5792
C  -0.93448  1.32642  1.37648  -0.0246
C  -0.50508  -0.11688  -0.89915  -0.4151
C  0.87957  -0.80308  -0.51921  -0.0349
N  -0.50407  2.07236  0.26945  -0.4417
N  -1.36742  -0.43288  0.21587  -0.4488
O  -0.21005  2.07818  -1.91113  0.0995
Cl  -1.20689  3.67439  0.13258  0.7322
Br  -3.24534  -0.49367  -0.13627  0.5985
H  -0.23811  1.18099  2.16588  0.0821
H  -1.96808  1.48137  1.66487  0.0593
H  -0.97067  -0.34960  -1.79590  0.0933
H  0.78783  -0.83588  0.66595  0.1132
H  1.75064  -0.26696  -0.97328  0.0808
H  0.91444  -1.81250  -1.03944  0.0855

Output
**Energy**: -91833.11163 eV
**Highest occupied orbital energy (alpha / beta)**: -9.04 / -9.04 eV
**Frontier orbital gap (alpha / beta)**: 7.943 / 7.939 eV

Computed, not measured: C4H6BrClO3S as an isolated structure, with wB97M-V/def2-TZVPD.

Each line ends with the Löwdin charge.
Geometry (Å):
C  0.64485  -0.44402  -0.85192  -0.7311
C  0.65162  -0.80289  -2.25692  -0.1215
C  0.01860  1.48641  1.69777  -0.1621
C  -0.57717  -0.71106  -0.06458  -0.7502
O  1.58504  0.05065  -0.27307  0.0648
O  0.33113  -1.07017  2.39788  -0.2740
O  -1.92342  -0.18446  2.21244  -0.3307
S  -0.55979  -0.16695  1.72491  0.5574
Cl  -1.09360  1.31682  -1.50488  0.2739
Br  -1.79486  -2.00049  -0.34496  1.0032
H  -0.30444  -0.78179  -2.62158  -0.0103
H  1.00866  -1.86005  -2.29762  0.1116
H  1.40045  -0.18556  -2.95805  0.1607
H  0.03070  1.71933  2.76387  0.0815
H  1.07905  1.47459  1.41351  0.0692
H  -0.49683  2.15965  0.96320  0.0578

Output
**Energy**: -103784.34229 eV
**Highest occupied orbital energy**: -10.70 eV
**Frontier orbital gap**: 7.702 eV

Computed, not measured: a 2-piece molecular cluster, C4H6BrN overall, with wB97M-V/def2-TZVPD.

Each line ends with the Löwdin charge.
Geometry (Å):
C  -0.53897  -2.08711  0.39121  0.0150
C  -0.24226  -0.91697  0.01101  -0.0816
C  0.61771  0.26675  -0.19396  -0.4706
C  0.27862  1.59397  0.39969  -0.0503
N  1.51649  0.03039  -1.03977  0.1984
Br  -2.68971  0.05597  -0.74850  0.0301
H  -1.53910  -2.36054  0.14815  0.0397
H  0.06223  -2.92677  0.63949  0.0876
H  -0.70590  1.76446  -0.18904  0.0478
H  1.15509  2.24350  0.29174  0.0886
H  -0.04501  1.58439  1.41301  0.0690
H  2.13082  0.75195  -1.12303  0.0265

Output
**Energy**: -75774.25716 eV
**Highest occupied orbital energy**: -9.36 eV
**Frontier orbital gap**: 7.541 eV

Computed, not measured: one molecule with the formula C4H6BrN, with wB97M-V/def2-TZVPD.

Each line ends with the Löwdin charge.
Geometry (Å):
C  0.59306  -1.86906  -0.00408  -0.0044
C  1.03507  -0.44724  0.01594  -0.6787
C  0.21099  0.73859  0.01700  -0.5053
C  -1.35995  0.54434  0.07758  -0.0522
N  0.78669  1.87277  -0.16225  0.0634
Br  2.87766  -0.18070  0.02630  0.8021
H  1.26282  -2.79054  0.02508  0.0720
H  -0.39919  -2.14421  0.11491  0.0087
H  -1.78721  1.48487  0.15179  0.0178
H  -1.93118  -0.13274  0.84994  0.1059
H  -1.63875  0.10643  -0.94794  0.0975
H  0.34999  2.81749  -0.16428  0.0732

Output
**Energy**: -75773.16407 eV
**2S+1**: 3
**Highest occupied orbital energy (alpha / beta)**: -6.82 / -9.29 eV
**Frontier orbital gap (alpha / beta)**: 7.793 / 6.956 eV

Computed, not measured: one molecule with the formula C4H6BrNO2, with wB97M-V/def2-TZVPD.

Each line ends with the Löwdin charge.
Geometry (Å):
C  -1.74718  -0.07422  0.19254  -0.5707
C  0.71576  -0.94084  -0.28350  -0.1926
C  2.22496  -1.02665  -0.44219  -0.4803
C  -0.41775  0.26282  -0.20246  -0.2087
N  0.01402  1.45962  0.09574  0.1248
O  -2.38398  0.99748  0.65924  0.1272
O  -2.33280  -1.09106  -0.04793  0.1004
Br  3.25898  0.55068  0.04569  0.6115
H  0.38134  -1.83051  -0.95818  0.1380
H  0.47505  -1.21082  0.77378  0.1219
H  2.75580  -1.77612  -0.88647  -0.0083
H  -3.17290  0.80874  1.04577  0.0737
H  0.88026  1.74025  -0.37000  0.0674
H  -0.65155  2.13062  0.37796  0.0957

Output
**Energy**: -79869.25199 eV
**Highest occupied orbital energy (alpha / beta)**: -8.34 / -7.04 eV
**Frontier orbital gap (alpha / beta)**: 8.618 / 6.781 eV

Computed, not measured: one molecule with the formula C4H6BrNS, with wB97M-V/def2-TZVPD.

Each line ends with the Löwdin charge.
Geometry (Å):
C  -0.58723  -0.35832  1.68767  -0.2969
C  0.74258  0.02992  1.88735  -0.4377
C  -0.97072  -0.84520  0.46393  -0.5620
C  0.51317  0.49472  -1.93030  -0.2658
N  0.62003  -0.13877  -0.70101  -0.4632
S  1.62814  0.47101  0.52634  0.9585
Br  -2.79284  -0.49178  -0.19404  0.6008
H  -1.38358  -0.16151  2.52639  0.1420
H  1.16591  0.51903  2.76898  0.0637
H  -0.62354  -1.61087  -0.12261  0.0170
H  0.44389  -0.26780  -2.77569  0.0986
H  -0.22029  1.34437  -2.10515  0.0942
H  1.46446  1.01519  -2.03185  0.0507

Output
**Energy**: -86609.02761 eV
**Highest occupied orbital energy (alpha / beta)**: -7.98 / -7.98 eV
**Frontier orbital gap (alpha / beta)**: 7.740 / 7.739 eV

Computed, not measured: one molecule with the formula C4H6BrNS, with wB97M-V/def2-TZVPD.

Each line ends with the Löwdin charge.
Geometry (Å):
C  -2.91712  -0.02382  0.21606  -0.7514
C  -0.79451  0.31219  1.27758  -0.2475
C  -0.06982  -0.74862  0.32084  -0.7218
C  0.18505  -0.21892  -1.11844  -0.1364
N  -2.11738  0.65429  0.87894  -0.0219
S  -1.19585  -2.11617  0.12526  0.6226
Br  -4.63944  -0.06060  -0.16206  0.8662
H  -0.80462  -0.11674  2.34219  0.1404
H  -0.12212  1.15891  1.33595  0.1049
H  0.79637  -0.96915  0.77099  0.0426
H  1.04969  -0.54703  -1.45865  0.0205
H  0.20682  0.83496  -1.23965  0.0690
H  -0.60179  -0.56275  -1.69730  0.0129

Output
**Energy**: -86609.57916 eV
**Highest occupied orbital energy**: -8.06 eV
**Frontier orbital gap**: 7.060 eV

Computed, not measured: a 2-piece molecular cluster, C4H6BrNS overall, with wB97M-V/def2-TZVPD.

Each line ends with the Löwdin charge.
Geometry (Å):
Br  -1.27839  2.01723  0.56882  0.6268
C  -0.89151  0.51690  -0.61854  -0.6993
C  -0.48586  -0.76947  0.00653  -0.2862
C  -1.81402  -0.73007  -0.63730  -0.1851
H  -0.29454  0.77312  -1.50630  0.0890
H  -0.31635  -0.66336  1.15279  0.1263
H  0.12603  -1.42715  -0.64621  0.0922
H  -1.80436  -1.30978  -1.53414  0.0819
H  -2.84088  -0.76519  -0.12843  0.1275
N  2.26068  1.31050  1.23460  0.1186
C  2.47068  0.39014  0.49086  -0.8930
S  3.11864  -0.63056  -0.50329  0.7094
H  1.74986  1.28770  2.12062  0.0917

Output
**Energy**: -86611.13857 eV
**Highest occupied orbital energy**: -9.58 eV
**Frontier orbital gap**: 10.122 eV
**SMILES**: BrC1CC1.N=C=S

Computed, not measured: a 2-piece molecular cluster, C4H6BrO3 overall, with wB97M-V/def2-TZVPD.

Each line ends with the Löwdin charge.
Geometry (Å):
C  -1.44269  -0.83360  -0.80195  -0.6989
C  -1.35626  1.25687  0.77418  0.0202
C  1.49081  -0.61175  -0.61054  -0.0216
C  -0.62656  0.17893  0.04491  -0.1175
O  -1.66190  -1.98965  -0.53895  0.0630
O  -1.71869  -0.05095  -1.72870  0.0653
O  0.63360  0.43657  -0.17329  0.0041
Br  4.13107  -0.33807  2.25853  -0.8193
H  -2.36310  1.37361  0.38293  0.0945
H  -1.42634  0.96535  1.82331  0.1035
H  -0.81206  2.19895  0.71586  0.0980
H  1.72094  -0.46385  -1.66726  0.1038
H  1.02771  -1.58803  -0.46593  0.1035
H  2.40347  -0.53438  -0.01311  0.0013

Output
**Energy**: -80431.31772 eV
**Highest occupied orbital energy**: -3.98 eV
**Frontier orbital gap**: 6.485 eV
**Net charge**: -1

Computed, not measured: one molecule with the formula C4H6Cl2FN, with wB97M-V/def2-TZVPD.

Each line ends with the Löwdin charge.
Geometry (Å):
N  1.08707  1.21645  -0.83915  0.0493
C  0.49540  0.52555  0.32218  -0.4151
C  1.24163  -0.75862  0.52370  -0.1668
F  1.06601  -1.53589  -0.62438  -0.0505
C  -1.02696  0.33191  0.15642  -0.7257
Cl  -1.81459  1.84138  -0.04520  0.7021
C  -1.69973  -0.77849  0.01173  -0.6128
Cl  -3.39888  -0.89630  -0.26825  0.6111
H  0.61473  2.08011  -1.05408  0.0449
H  1.05730  0.47561  -1.56156  0.0946
H  0.55456  1.07460  1.26021  0.1373
H  0.86219  -1.30810  1.41973  0.1443
H  2.22454  -0.45845  0.60390  0.0963
H  -1.26327  -1.80974  0.09475  0.0909

Output
**Energy**: -33496.92390 eV
**Highest occupied orbital energy**: -9.49 eV
**Frontier orbital gap**: 10.308 eV
**SMILES**: N[C@H](CF)/C(Cl)=C/Cl

Computed, not measured: C4H6Cl2N3S as an isolated structure, with wB97M-V/def2-TZVPD.

Each line ends with the Löwdin charge.
Geometry (Å):
C  2.21673  -0.46893  -0.91979  -0.3946
C  1.56992  0.51609  -0.29126  -0.8255
C  -1.18439  0.45980  -0.01194  -0.2618
C  0.60792  0.03516  0.73197  -0.8778
N  0.91999  -1.30151  0.89980  -0.3442
N  -1.38527  -0.26954  -1.12867  0.1690
N  -2.19616  0.91016  0.66311  0.1485
S  1.86203  -2.02185  -0.30879  1.0241
Cl  1.69254  2.16451  -0.61452  0.7820
Cl  0.59846  0.70358  2.28496  0.8155
H  3.06095  -0.40359  -1.54231  0.0803
H  0.49183  -1.91921  1.59719  0.1252
H  -0.61976  -0.54694  -1.74812  0.1256
H  -2.38577  -0.30037  -1.36202  0.1311
H  -2.01990  1.39737  1.51660  0.0889
H  -3.22912  1.04527  0.23380  0.2137

Output
**Energy**: -44587.28416 eV
**Highest occupied orbital energy**: -12.16 eV
**Frontier orbital gap**: 8.624 eV
**Net charge**: +1

Computed, not measured: one molecule with the formula C4H6Cl2O2, with wB97M-V/def2-TZVPD.

Each line ends with the Löwdin charge.
Geometry (Å):
O  -2.86394  0.67193  -0.12254  -0.0468
C  -1.93925  -0.14674  0.56657  -0.2634
C  -0.60688  -0.16207  -0.09966  -0.0782
C  0.49951  -0.04493  0.59711  -0.1864
C  1.79785  -0.03382  -0.10860  -1.1991
O  1.66011  -0.04677  -1.41037  -0.0875
Cl  2.73408  1.45292  0.39433  0.6049
Cl  2.72078  -1.54669  0.56386  0.5207
H  -2.46096  1.03927  -0.92673  0.0922
H  -1.74793  -0.11934  1.70201  0.1449
H  -2.17217  -1.27261  0.43820  0.1409
H  -0.66559  -0.25050  -1.11795  0.0975
H  0.66168  0.14513  1.57943  0.0738
H  2.38272  0.31422  -2.05565  0.1865

Output
**Energy**: -33383.25898 eV
**Highest occupied orbital energy**: -9.90 eV
**Frontier orbital gap**: 10.275 eV
**SMILES**: OC/C=C/C(O)(Cl)Cl

Computed, not measured: a 2-piece molecular cluster, C4H6Cl3O2P overall, with wB97M-V/def2-TZVPD.

Each line ends with the Löwdin charge.
Geometry (Å):
C  -0.98577  -0.74133  -0.55784  -0.0994
C  -0.60645  0.49553  -0.57465  -0.7213
C  -1.85681  -1.88599  -0.63465  -0.1200
C  0.87094  2.28588  -0.26304  -0.0951
O  2.79381  -0.48417  0.72183  -0.4497
O  0.27620  1.08419  0.24968  -0.3295
P  1.45650  -0.80288  1.19892  0.0221
Cl  -1.59437  1.68093  -1.53776  0.6642
Cl  1.12761  0.16843  3.01709  0.2361
Cl  1.58421  -2.69478  1.79044  0.2755
H  -2.48577  -1.69789  -1.57425  0.1014
H  -2.61159  -2.02201  0.24611  0.1153
H  -1.18552  -2.90073  -0.78865  0.1373
H  1.83714  2.16162  0.17241  0.0830
H  0.20112  3.13421  -0.14588  0.0830
H  1.17876  2.21899  -1.31975  0.0971

Output
**Energy**: -55193.30074 eV
**Highest occupied orbital energy (alpha / beta)**: -9.23 / -9.01 eV
**Frontier orbital gap (alpha / beta)**: 7.969 / 6.818 eV

Computed, not measured: one molecule with the formula C4H6ClF, with wB97M-V/def2-TZVPD.

Each line ends with the Löwdin charge.
Geometry (Å):
F  -0.97130  -1.60085  -0.02631  -0.0966
C  -1.57857  -0.30726  -0.35970  -0.1682
C  -0.78308  0.86213  -0.08374  -0.0878
C  0.56249  0.66508  0.04852  -0.1768
C  1.50262  -0.38901  0.45158  -0.6131
Cl  3.11025  -0.41564  -0.32883  0.5532
H  -1.81980  -0.19200  -1.47051  0.1412
H  -2.54826  -0.50569  0.05030  0.1047
H  -1.19652  1.76235  -0.22114  0.0684
H  1.08477  1.64490  0.05755  0.1100
H  1.32756  -0.10236  1.56128  0.1396
H  1.30983  -1.42164  0.32099  0.0254

Output
**Energy**: -19482.80826 eV
**Highest occupied orbital energy**: -9.42 eV
**Frontier orbital gap**: 10.238 eV
**SMILES**: FC/C=C\CCl